{
  "formula": "C22H59HgO8",
  "method": "the ωB97M-V functional and the def2-TZVPD basis",
  "elements": ["Hg", "C", "O", "H", "H", "H", "C", "C", "C", "O", "H", "H", "H", "H", "H", "H", "H", "H", "C", "C", "C", "O", "H", "H", "H", "H", "H", "H", "H", "H", "C", "C", "C", "O", "H", "H", "H", "H", "H", "H", "H", "H", "C", "C", "C", "O", "H", "H", "H", "H", "H", "H", "H", "H", "C", "C", "C", "O", "H", "H", "H", "H", "H", "H", "H", "H", "C", "C", "C", "O", "H", "H", "H", "H", "H", "H", "H", "H", "C", "C", "C", "O", "H", "H", "H", "H", "H", "H", "H", "H"],
  "coordinates": [[28.869, -1.008, 34.596], [26.032, -0.221, 32.995], [26.665, -0.640, 34.186], [24.950, -0.301, 33.101], [26.307, 0.806, 32.754], [26.283, -0.725, 32.062], [23.064, -3.497, 36.134], [23.364, -2.175, 35.456], [22.238, -1.168, 35.843], [24.673, -1.806, 35.948], [23.909, -4.176, 36.020], [22.278, -4.023, 35.592], [22.820, -3.409, 37.192], [23.500, -2.309, 34.383], [21.318, -1.349, 35.287], [22.537, -0.185, 35.481], [22.011, -1.124, 36.908], [25.055, -1.213, 35.297], [29.673, 2.538, 37.017], [28.812, 1.814, 35.910], [28.017, 2.810, 35.085], [29.630, 1.152, 34.934], [28.998, 2.940, 37.773], [30.311, 3.334, 36.635], [30.269, 1.761, 37.496], [28.133, 1.110, 36.391], [27.338, 2.322, 34.386], [28.684, 3.456, 34.514], [27.483, 3.460, 35.778], [30.391, 1.727, 34.823], [25.657, 3.709, 31.413], [24.700, 4.469, 32.286], [25.528, 5.310, 33.340], [24.180, 5.503, 31.528], [25.037, 3.275, 30.628], [26.211, 2.904, 31.896], [26.306, 4.377, 30.847], [23.914, 3.838, 32.702], [26.037, 4.655, 34.046], [24.914, 6.009, 33.908], [26.260, 5.935, 32.829], [23.422, 5.827, 32.019], [26.242, -4.614, 28.861], [25.476, -3.437, 28.420], [26.146, -2.130, 28.920], [25.400, -3.444, 27.065], [26.234, -4.831, 29.929], [27.280, -4.642, 28.528], [25.837, -5.567, 28.520], [24.445, -3.393, 28.770], [25.623, -1.289, 28.465], [27.194, -2.136, 28.618], [26.061, -2.169, 30.006], [24.904, -4.251, 26.911], [24.156, 1.926, 36.306], [24.115, 1.238, 37.622], [25.529, 1.078, 38.197], [23.467, 2.104, 38.504], [24.627, 1.296, 35.550], [24.518, 2.953, 36.347], [23.145, 2.084, 35.931], [23.526, 0.321, 37.591], [26.133, 0.556, 37.455], [25.568, 0.572, 39.161], [25.999, 2.055, 38.318], [22.538, 2.094, 38.264], [26.803, -4.277, 33.607], [27.696, -3.991, 34.810], [28.142, -5.299, 35.509], [28.775, -3.272, 34.388], [25.858, -4.766, 33.841], [27.409, -4.829, 32.888], [26.478, -3.354, 33.125], [27.094, -3.349, 35.454], [28.531, -5.972, 34.744], [27.272, -5.802, 35.931], [28.901, -5.112, 36.269], [29.313, -3.921, 33.929], [21.969, 1.540, 30.838], [22.754, 0.425, 30.111], [22.299, -0.958, 30.665], [22.446, 0.595, 28.763], [22.294, 1.516, 31.879], [20.891, 1.449, 30.711], [22.174, 2.528, 30.427], [23.820, 0.525, 30.318], [22.397, -1.017, 31.749], [22.868, -1.763, 30.199], [21.242, -1.168, 30.498], [22.623, -0.218, 28.284]],
  "lowdin_charge": [1.373, -0.224, -0.423, 0.078, 0.045, 0.059, -0.064, -0.445, -0.043, -0.077, 0.065, 0.084, 0.088, 0.127, 0.082, 0.052, 0.080, 0.017, -0.015, -0.461, -0.052, -0.163, 0.089, 0.090, 0.081, 0.107, 0.067, 0.096, 0.089, 0.116, -0.053, -0.495, -0.043, -0.047, 0.075, 0.055, 0.092, 0.131, 0.041, 0.073, 0.083, 0.099, -0.070, -0.572, -0.033, -0.013, 0.072, 0.093, 0.083, 0.128, 0.078, 0.081, 0.057, 0.101, -0.071, -0.512, -0.033, -0.039, 0.067, 0.090, 0.077, 0.113, 0.052, 0.086, 0.079, 0.095, -0.031, -0.525, -0.012, -0.149, 0.095, 0.086, 0.069, 0.130, 0.086, 0.095, 0.087, 0.125, -0.053, -0.497, -0.047, -0.029, 0.066, 0.085, 0.075, 0.116, 0.060, 0.057, 0.084, 0.089],
  "charge": 1,
  "de_lowest_kj_mol": 0.00,
  "e_tot_ha": -1628.53464,
  "multiplicity": 1,
  "lumo_ev": -6.05
}

{
  "formula": "C22H59N3O17Y",
  "method": "the ωB97M-V functional and the def2-TZVPD basis",
  "elements": ["Y", "O", "C", "O", "O", "H", "O", "C", "O", "O", "H", "C", "C", "C", "O", "C", "N", "H", "H", "H", "H", "H", "H", "H", "H", "H", "H", "H", "C", "C", "C", "O", "C", "N", "H", "H", "H", "H", "H", "H", "H", "H", "H", "H", "H", "C", "C", "C", "O", "C", "N", "H", "H", "H", "H", "H", "H", "H", "H", "H", "H", "H", "C", "C", "O", "O", "H", "H", "H", "H", "H", "H", "C", "C", "O", "O", "H", "H", "H", "H", "H", "H", "C", "C", "O", "O", "H", "H", "H", "H", "H", "H", "C", "C", "O", "O", "H", "H", "H", "H", "H", "H"],
  "coordinates": [[6.775, -15.484, -14.733], [8.755, -19.014, -14.088], [8.187, -17.842, -14.252], [8.295, -17.217, -15.349], [7.464, -17.315, -13.358], [8.815, -19.171, -13.133], [5.470, -13.666, -11.237], [5.891, -14.232, -12.340], [5.441, -15.343, -12.759], [6.686, -13.631, -13.127], [4.871, -14.308, -10.775], [8.257, -12.024, -17.393], [7.587, -12.773, -16.242], [6.108, -12.896, -16.630], [5.335, -13.721, -15.750], [3.934, -13.513, -15.835], [8.145, -14.156, -16.107], [9.261, -11.719, -17.097], [7.702, -11.127, -17.674], [8.325, -12.624, -18.305], [7.717, -12.189, -15.333], [5.974, -13.279, -17.652], [5.751, -11.861, -16.648], [3.699, -12.457, -15.689], [3.449, -14.139, -15.095], [3.576, -13.761, -16.842], [8.093, -14.506, -17.071], [9.150, -14.029, -15.968], [6.603, -17.767, -10.128], [7.863, -17.019, -9.683], [7.475, -15.923, -8.703], [8.648, -15.223, -8.313], [8.411, -14.331, -7.251], [8.856, -17.966, -9.159], [6.883, -18.462, -10.915], [5.922, -17.033, -10.567], [6.110, -18.244, -9.280], [8.276, -16.559, -10.590], [6.939, -16.319, -7.836], [6.829, -15.232, -9.265], [8.118, -14.854, -6.335], [7.625, -13.607, -7.486], [9.340, -13.798, -7.047], [8.415, -18.636, -8.536], [9.512, -17.458, -8.571], [4.396, -10.514, -10.489], [3.494, -9.320, -10.272], [2.899, -9.332, -8.887], [1.932, -8.308, -8.828], [1.477, -8.073, -7.516], [4.242, -8.089, -10.563], [5.262, -10.510, -9.819], [4.807, -10.591, -11.496], [3.870, -11.463, -10.325], [2.656, -9.358, -10.976], [3.695, -9.113, -8.151], [2.451, -10.304, -8.623], [1.243, -9.019, -7.014], [0.600, -7.438, -7.583], [2.255, -7.566, -6.929], [3.601, -7.306, -10.439], [4.920, -7.919, -9.821], [1.657, -12.422, -12.603], [1.404, -13.699, -11.827], [0.462, -13.476, -10.787], [0.437, -11.765, -12.909], [2.108, -12.645, -13.572], [2.338, -11.758, -12.056], [2.332, -14.116, -11.413], [1.051, -14.476, -12.515], [-0.197, -14.171, -10.859], [-0.151, -11.913, -12.159], [10.339, -15.521, -13.385], [11.495, -14.713, -12.820], [11.644, -13.463, -13.466], [9.144, -14.765, -13.369], [10.266, -16.438, -12.780], [10.546, -15.839, -14.408], [12.414, -15.281, -12.951], [11.302, -14.579, -11.747], [10.777, -13.042, -13.492], [8.957, -14.497, -12.439], [9.433, -12.546, -10.372], [8.323, -11.532, -10.557], [7.946, -11.457, -11.917], [8.948, -13.844, -10.754], [9.749, -12.590, -9.324], [10.319, -12.269, -10.948], [8.697, -10.544, -10.286], [7.489, -11.839, -9.915], [7.539, -12.297, -12.181], [8.912, -14.427, -9.979], [4.200, -13.304, -7.842], [3.259, -14.032, -8.778], [4.016, -15.061, -9.489], [4.606, -14.055, -6.735], [3.713, -12.363, -7.550], [5.064, -13.026, -8.451], [2.835, -13.350, -9.518], [2.442, -14.526, -8.246], [3.482, -15.853, -9.597], [3.831, -14.357, -6.251]],
  "lowdin_charge": [1.863, 0.185, -0.791, -0.094, -0.085, 0.145, 0.143, -0.742, -0.091, -0.096, 0.079, -0.039, -0.372, -0.173, -0.299, -0.050, -0.015, 0.095, 0.095, 0.093, 0.155, 0.146, 0.144, 0.107, 0.092, 0.107, 0.116, 0.118, -0.050, -0.432, -0.194, -0.219, -0.089, 0.052, 0.069, 0.061, 0.086, 0.122, 0.141, 0.117, 0.099, 0.087, 0.094, 0.073, 0.068, -0.075, -0.441, -0.235, -0.189, -0.106, 0.048, 0.080, 0.083, 0.045, 0.142, 0.133, 0.121, 0.086, 0.089, 0.091, 0.073, 0.075, -0.227, -0.240, -0.055, -0.050, 0.101, 0.101, 0.092, 0.127, 0.098, 0.078, -0.229, -0.231, -0.049, -0.144, 0.128, 0.124, 0.130, 0.113, 0.071, 0.065, -0.188, -0.238, -0.067, -0.095, 0.120, 0.122, 0.127, 0.107, 0.022, 0.058, -0.257, -0.180, -0.094, -0.039, 0.121, 0.111, 0.087, 0.133, 0.109, 0.096],
  "charge": 1,
  "de_lowest_kj_mol": 0.00,
  "e_tot_ha": -2355.28263,
  "multiplicity": 1,
  "lumo_ev": -3.43
}

{
  "formula": "C22H59N5O4P",
  "method": "the ωB97M-V functional and the def2-TZVPD basis",
  "elements": ["C", "P", "C", "N", "C", "C", "C", "C", "H", "H", "H", "H", "H", "H", "H", "H", "H", "H", "H", "H", "H", "H", "H", "C", "C", "C", "O", "C", "N", "H", "H", "H", "H", "H", "H", "H", "H", "H", "H", "H", "C", "C", "C", "O", "C", "N", "H", "H", "H", "H", "H", "H", "H", "H", "H", "H", "H", "C", "C", "C", "O", "C", "N", "H", "H", "H", "H", "H", "H", "H", "H", "H", "H", "H", "C", "C", "C", "O", "C", "N", "H", "H", "H", "H", "H", "H", "H", "H", "H", "H", "H"],
  "coordinates": [[4.709, -2.754, 1.535], [3.289, -2.209, 0.442], [3.308, -0.362, 0.202], [1.794, -2.724, 1.328], [0.517, -2.847, 0.577], [-0.348, -1.664, 1.146], [0.410, -1.065, 2.381], [1.676, -1.976, 2.633], [5.374, -3.367, 0.924], [4.302, -3.399, 2.330], [5.219, -1.892, 1.981], [3.347, -0.167, -0.875], [4.230, 0.064, 0.631], [2.471, 0.184, 0.656], [2.036, -3.674, 1.619], [0.750, -2.804, -0.497], [0.075, -3.843, 0.688], [-0.404, -0.843, 0.421], [-1.383, -1.966, 1.323], [0.762, -0.046, 2.214], [-0.127, -1.146, 3.334], [1.643, -2.690, 3.463], [2.519, -1.298, 2.809], [0.463, -2.420, 6.634], [0.147, -3.866, 6.263], [0.101, -4.817, 7.469], [1.375, -5.189, 7.961], [1.962, -4.261, 8.861], [1.113, -4.322, 5.253], [1.514, -2.276, 6.887], [0.242, -1.756, 5.795], [-0.140, -2.093, 7.482], [-0.847, -3.872, 5.808], [-0.367, -5.750, 7.144], [-0.524, -4.415, 8.273], [1.213, -3.777, 9.492], [2.542, -3.509, 8.320], [2.651, -4.811, 9.501], [0.845, -5.253, 4.943], [1.999, -4.475, 5.732], [-1.892, -0.770, -3.622], [-0.761, -0.311, -2.709], [-0.614, 1.218, -2.633], [0.020, 1.798, -3.755], [-0.837, 2.049, -4.861], [0.488, -0.958, -3.131], [-1.642, -0.664, -4.677], [-2.112, -1.825, -3.451], [-2.806, -0.205, -3.428], [-0.999, -0.665, -1.700], [0.035, 1.452, -1.781], [-1.577, 1.704, -2.436], [-1.840, 2.345, -4.542], [-0.889, 1.175, -5.511], [-0.403, 2.864, -5.440], [1.221, -0.719, -2.466], [0.789, -0.505, -3.991], [-5.198, -0.575, 2.573], [-3.793, 0.015, 2.568], [-3.541, 1.017, 3.709], [-4.108, 2.294, 3.499], [-5.477, 2.406, 3.857], [-3.531, 0.615, 1.252], [-5.947, 0.133, 2.220], [-5.245, -1.443, 1.914], [-5.483, -0.903, 3.575], [-3.093, -0.817, 2.707], [-2.461, 1.187, 3.774], [-3.853, 0.608, 4.678], [-5.720, 1.799, 4.733], [-6.120, 2.132, 3.019], [-5.672, 3.451, 4.096], [-2.564, 0.928, 1.224], [-4.064, 1.480, 1.207], [0.108, 5.065, -8.773], [1.041, 4.733, -7.614], [2.273, 5.650, -7.533], [3.288, 5.350, -8.474], [3.092, 5.914, -9.760], [1.419, 3.318, -7.699], [0.507, 4.740, -9.734], [-0.852, 4.563, -8.641], [-0.083, 6.139, -8.828], [0.471, 4.876, -6.689], [2.736, 5.506, -6.553], [1.990, 6.708, -7.594], [2.621, 6.899, -9.706], [2.499, 5.248, -10.390], [4.072, 6.024, -10.226], [1.966, 3.076, -6.876], [2.083, 3.229, -8.463]],
  "lowdin_charge": [-0.247, 0.965, -0.246, -0.282, -0.118, -0.118, -0.122, -0.145, 0.040, 0.042, 0.046, 0.032, 0.050, 0.035, 0.136, 0.107, 0.134, 0.086, 0.106, 0.100, 0.099, 0.091, 0.110, -0.063, -0.422, -0.204, -0.186, -0.096, 0.033, 0.067, 0.057, 0.086, 0.135, 0.125, 0.124, 0.094, 0.073, 0.092, 0.079, 0.077, -0.061, -0.434, -0.214, -0.189, -0.086, 0.045, 0.069, 0.077, 0.084, 0.107, 0.114, 0.122, 0.094, 0.080, 0.069, 0.048, 0.075, -0.065, -0.438, -0.214, -0.186, -0.095, 0.043, 0.068, 0.077, 0.082, 0.114, 0.115, 0.121, 0.092, 0.076, 0.091, 0.061, 0.073, -0.068, -0.437, -0.209, -0.190, -0.103, 0.038, 0.065, 0.075, 0.080, 0.124, 0.120, 0.120, 0.091, 0.075, 0.088, 0.071, 0.070],
  "charge": 1,
  "de_lowest_kj_mol": 96.96,
  "e_tot_ha": -1789.36878,
  "multiplicity": 1,
  "lumo_ev": -2.44
}

{
  "formula": "C22H59N5O6",
  "method": "the ωB97M-V functional and the def2-TZVPD basis",
  "elements": ["C", "O", "C", "C", "C", "N", "H", "H", "H", "H", "H", "H", "H", "H", "H", "H", "H", "C", "O", "C", "C", "C", "N", "H", "H", "H", "H", "H", "H", "H", "H", "H", "H", "H", "C", "O", "C", "C", "C", "N", "H", "H", "H", "H", "H", "H", "H", "H", "H", "H", "H", "C", "O", "C", "C", "C", "N", "H", "H", "H", "H", "H", "H", "H", "H", "H", "H", "H", "C", "O", "C", "C", "N", "C", "C", "O", "C", "H", "H", "H", "H", "H", "H", "H", "H", "H", "H", "H", "H", "H", "H", "H"],
  "coordinates": [[-1.142, -3.802, 1.722], [-2.545, -3.808, 1.501], [-3.152, -4.787, 0.664], [-4.696, -4.743, 0.873], [-5.290, -3.367, 0.449], [-5.112, -5.285, 2.117], [-1.100, -3.085, 2.542], [-0.741, -3.296, 0.843], [-0.720, -4.763, 2.014], [-3.004, -4.590, -0.398], [-2.850, -5.787, 0.974], [-4.997, -5.426, 0.080], [-4.949, -2.713, 1.252], [-6.352, -3.158, 0.316], [-4.781, -3.000, -0.442], [-4.467, -5.027, 2.850], [-5.078, -6.280, 2.287], [2.818, -1.747, -2.611], [4.075, -1.776, -1.766], [3.888, -1.888, -0.406], [4.399, -3.262, 0.050], [4.067, -3.620, 1.482], [5.838, -3.288, 0.027], [2.291, -2.697, -2.524], [3.031, -1.424, -3.630], [2.127, -1.040, -2.152], [4.464, -1.148, 0.148], [2.865, -1.765, -0.048], [4.034, -3.998, -0.667], [3.016, -3.910, 1.491], [4.244, -2.793, 2.169], [4.726, -4.393, 1.878], [6.262, -3.616, -0.829], [6.184, -3.878, 0.770], [3.139, 1.144, -6.766], [2.276, 0.888, -5.705], [1.517, 2.011, -5.241], [0.540, 1.451, -4.163], [-0.372, 0.359, -4.768], [-0.429, 2.454, -3.715], [2.735, 0.681, -7.667], [4.129, 0.751, -6.533], [3.382, 2.185, -6.977], [2.117, 2.887, -4.992], [0.861, 2.344, -6.045], [1.159, 1.168, -3.311], [0.314, -0.418, -5.106], [-0.916, 0.673, -5.659], [-1.032, -0.067, -4.013], [-0.937, 2.878, -4.479], [-0.102, 3.206, -3.125], [1.906, 1.007, 1.077], [0.786, 0.481, 1.886], [-0.112, -0.435, 1.113], [-1.046, 0.281, 0.134], [-2.358, -0.488, 0.068], [-0.592, 0.611, -1.125], [2.811, 0.497, 1.406], [1.925, 2.096, 1.103], [1.755, 0.840, 0.010], [0.373, -1.279, 0.621], [-0.648, -0.953, 1.909], [-1.392, 1.239, 0.523], [-2.354, -1.062, -0.859], [-3.233, 0.129, -0.139], [-2.739, -0.973, 0.967], [-0.849, -0.128, -1.763], [-0.979, 1.480, -1.465], [-4.320, 1.542, 4.986], [-3.854, 2.365, 4.007], [-2.499, 2.811, 4.092], [-2.212, 3.782, 2.978], [-0.852, 4.327, 3.158], [-0.229, 4.582, 1.896], [1.209, 4.893, 2.210], [1.798, 5.065, 0.826], [3.151, 5.431, 0.944], [-3.833, 0.570, 4.911], [-5.403, 1.473, 4.877], [-4.122, 1.966, 5.970], [-1.882, 1.916, 4.012], [-2.500, 3.289, 5.072], [-2.934, 4.594, 3.065], [-2.252, 3.332, 1.986], [-0.260, 3.654, 3.623], [-0.808, 5.387, 1.443], [-0.378, 3.679, 1.304], [1.726, 4.103, 2.754], [1.296, 5.810, 2.793], [3.427, 5.627, -0.092], [3.627, 4.629, 1.508], [3.116, 6.393, 1.455]],
  "lowdin_charge": [-0.088, -0.224, -0.190, -0.442, -0.049, 0.035, 0.085, 0.075, 0.091, 0.117, 0.119, 0.126, 0.064, 0.072, 0.067, 0.069, 0.072, -0.016, -0.178, -0.260, -0.447, -0.065, 0.028, 0.080, 0.080, 0.057, 0.122, 0.102, 0.135, 0.075, 0.084, 0.072, 0.076, 0.053, -0.127, -0.202, -0.184, -0.407, -0.055, 0.015, 0.088, 0.085, 0.083, 0.123, 0.114, 0.122, 0.067, 0.082, 0.061, 0.071, 0.072, -0.071, -0.200, -0.146, -0.476, -0.057, 0.062, 0.074, 0.064, 0.061, 0.103, 0.096, 0.130, 0.074, 0.078, 0.074, 0.061, 0.073, -0.151, -0.209, -0.198, -0.184, -0.083, -0.241, -0.158, -0.231, -0.129, 0.087, 0.093, 0.083, 0.127, 0.128, 0.124, 0.106, 0.097, 0.132, 0.105, 0.116, 0.122, 0.091, 0.087, 0.081],
  "de_lowest_kj_mol": 217.02,
  "e_tot_ha": -1598.57862,
  "multiplicity": 1,
  "lumo_ev": 0.63,
  "smiles": "COC[C@H](C)N.COC[C@H](C)N.COC[C@H](C)N.COC[C@H](C)N.COCCNCCOC"
}